Computed, not measured: C19H20N9OSn as an isolated structure, with wB97M-V/def2-TZVPD.

ORCA input file:
```
! wB97M-V def2-TZVPD RIJCOSX def2/J DEFGRID3
* xyz 1 1
Sn -0.578 -0.486 0.265
C -1.796 -1.764 -3.884
C -3.177 -1.815 -3.853
C -3.845 -1.504 -2.679
C -3.116 -1.155 -1.556
N -1.773 -1.114 -1.596
C -1.126 -1.402 -2.729
C -3.749 -0.797 -0.260
C -5.118 -0.799 -0.053
C -5.609 -0.432 1.191
C -4.727 -0.068 2.193
C -3.374 -0.089 1.910
N -2.905 -0.449 0.718
H -1.239 -1.996 -4.780
H -3.737 -2.090 -4.737
H -4.924 -1.533 -2.650
H -0.046 -1.341 -2.694
H -5.801 -1.078 -0.841
H -6.676 -0.426 1.370
H -5.072 0.227 3.173
H -2.638 0.189 2.655
C 4.838 2.123 0.981
C 4.456 3.596 1.086
C 3.754 3.901 2.405
C 3.640 4.053 -0.126
N 2.454 3.234 -0.369
C 2.288 2.191 -1.187
N 1.077 1.719 -1.026
N 0.506 2.500 -0.081
N 1.318 3.406 0.317
H 5.522 1.852 1.784
H 5.334 1.897 0.034
H 3.961 1.478 1.069
H 5.374 4.190 1.038
H 2.808 3.363 2.483
H 3.543 4.966 2.507
H 4.383 3.599 3.243
H 4.242 3.994 -1.033
H 3.295 5.079 -0.008
H 3.038 1.818 -1.862
N -0.648 -4.593 1.697
C -0.165 -3.569 0.984
O -0.910 -2.522 0.881
C 1.099 -3.658 0.370
C 1.886 -4.831 0.478
N 2.460 -5.825 0.572
C 1.484 -2.547 -0.387
N 1.649 -1.554 -0.965
H -1.541 -4.495 2.146
H -0.121 -5.443 1.807
*
```

The value obtained for the HOMO-LUMO gap is 7.1 eV. The value obtained for the calculated total energy is -1518.19641 a.u.



Computed, not measured: C19H21BN2O2Sn as an isolated structure in a non-equilibrium geometry, with wB97M-V/def2-TZVPD.

ORCA input file:
```
! wB97M-V def2-TZVPD RIJCOSX def2/J DEFGRID3
* xyz 2 1
C 1.589 -1.812 -1.973
C 2.765 -0.419 -0.724
H 1.525 -2.530 -1.143
H 2.570 -1.790 -2.460
H 0.822 -2.011 -2.734
H 3.029 0.372 -0.012
H 3.039 -1.394 -0.320
H 3.259 -0.203 -1.681
C -2.554 -0.824 -1.768
C -3.941 -0.824 -1.887
C -4.647 0.297 -1.437
C -3.945 1.371 -0.885
H -1.958 -1.671 -2.126
H -4.443 -1.680 -2.335
H -5.734 0.316 -1.534
H -4.448 2.270 -0.559
N -1.890 0.213 -1.206
C -2.544 1.328 -0.758
C -1.722 2.427 -0.202
N -0.370 2.219 -0.146
C 0.475 3.157 0.322
C -1.357 4.642 0.745
C 0.020 4.388 0.793
H 1.544 2.915 0.328
H 0.734 5.117 1.169
C -2.215 3.668 0.240
H -3.283 3.848 0.149
H -1.727 5.609 1.100
Sn 0.350 0.355 -1.203
C 0.624 1.369 -3.120
H 1.136 2.324 -2.951
H -0.351 1.563 -3.584
H 1.225 0.752 -3.798
O 1.383 -0.426 2.008
B 0.691 -0.743 0.793
O 0.239 -2.122 0.941
C 0.813 -2.612 2.070
C 1.025 -3.941 2.368
C 2.051 -4.243 3.265
C 2.784 -3.230 3.881
C 2.503 -1.887 3.640
C 1.534 -1.589 2.714
H 0.446 -4.706 1.863
H 2.277 -5.290 3.477
H 3.601 -3.489 4.571
H 3.075 -1.079 4.108
*
```

The value obtained for the HOMO-LUMO gap (alpha / beta) is 5.1 / 5.1 eV. The value obtained for the calculated total energy is -1235.09588 a.u. As for the energy relative to the best compared isomer or geometry (same formula, charge and spin): 3.613 eV.



Computed, not measured: C19H21BN9O5Zr as an isolated structure in a non-equilibrium geometry, with wB97M-V/def2-TZVPD.

ORCA input file:
```
! wB97M-V def2-TZVPD RIJCOSX def2/J DEFGRID3
* xyz 1 1
Zr 0.213 0.348 0.126
O 3.432 0.318 2.385
C 2.410 0.198 1.793
O 2.074 0.714 0.616
C 1.211 -0.686 2.236
O 1.322 -1.850 2.521
O 0.049 -0.078 2.011
B -0.261 3.079 -0.273
C 0.082 2.103 -1.450
N 0.227 1.110 -2.035
H -1.420 3.361 -0.352
H -0.069 2.295 0.734
H 0.470 4.012 -0.197
C 2.577 -3.575 -0.557
N 1.233 -3.501 0.028
C 0.759 -4.504 0.810
C -0.434 -4.411 1.436
C -1.159 -3.204 1.271
N -0.706 -2.243 0.462
C 0.489 -2.368 -0.102
O 0.937 -1.377 -0.774
N -2.331 -2.981 1.869
H 2.760 -4.585 -0.913
H 3.320 -3.302 0.192
H 2.640 -2.876 -1.384
H 1.401 -5.368 0.910
H -0.797 -5.207 2.068
H -2.665 -3.598 2.589
H -2.686 -2.035 1.858
C -2.312 -1.121 -2.125
C -2.768 -0.378 -0.918
N -1.996 0.324 -0.092
C -2.834 0.878 0.863
C -4.105 0.485 0.620
N -4.049 -0.304 -0.513
C -5.208 -0.949 -1.142
N -6.098 -1.484 -0.168
N -7.051 -0.684 0.394
N -7.672 -1.338 1.283
C -7.160 -2.617 1.352
C -7.510 -3.703 2.154
C -6.794 -4.866 1.981
C -5.750 -4.958 1.044
C -5.392 -3.894 0.241
C -6.127 -2.723 0.411
H -1.245 -0.982 -2.263
H -2.814 -0.748 -3.019
H -2.521 -2.188 -2.029
H -2.463 1.516 1.647
H -5.034 0.719 1.109
H -4.846 -1.749 -1.783
H -5.753 -0.221 -1.742
H -8.318 -3.621 2.868
H -7.037 -5.737 2.575
H -5.223 -5.898 0.948
H -4.586 -3.970 -0.478
*
```

The value obtained for the HOMO-LUMO gap is 8.6 eV. The value obtained for the calculated total energy is -1677.50567 a.u. As for the energy relative to the best compared isomer or geometry (same formula, charge and spin): 1.003 eV.



Computed, not measured: C19H21Br4IrN3O2Sb as an isolated structure, with wB97M-V/def2-TZVPD.

ORCA input file:
```
! wB97M-V def2-TZVPD RIJCOSX def2/J DEFGRID3
* xyz 1 2
Ir -0.596 -2.045 -0.148
Br 3.243 -2.936 5.510
C 2.670 -2.797 3.747
C 3.620 -2.996 2.671
Br 5.395 -3.386 3.076
C 3.232 -2.889 1.359
Br 4.378 -3.089 -0.103
C 1.883 -2.577 1.075
O 1.415 -2.401 -0.112
C 0.946 -2.384 2.150
O -0.262 -2.064 1.792
C 1.351 -2.494 3.488
Br 0.052 -2.209 4.804
C -1.310 3.233 -0.108
C -1.828 1.814 -0.311
C -2.663 1.660 -1.576
Sb -0.156 0.449 -0.414
C 1.284 0.929 1.119
C 0.552 1.221 2.428
C 2.233 2.042 0.692
C 0.630 0.576 -2.432
C 1.673 -0.500 -2.709
C 1.145 1.963 -2.809
H -2.178 3.894 -0.050
H -0.697 3.580 -0.939
H -0.747 3.357 0.815
H -2.394 1.503 0.568
H -2.120 2.010 -2.456
H -3.569 2.263 -1.487
H -2.987 0.634 -1.750
H 1.856 0.007 1.228
H -0.031 2.141 2.375
H 1.284 1.351 3.228
H -0.118 0.411 2.723
H 1.713 2.967 0.440
H 2.852 1.749 -0.156
H 2.903 2.263 1.526
H -0.274 0.369 -3.013
H 2.594 -0.325 -2.150
H 1.919 -0.479 -3.773
H 1.332 -1.508 -2.473
H 1.992 2.271 -2.199
H 0.378 2.733 -2.752
H 1.488 1.933 -3.845
N -2.431 -1.933 -0.705
C -3.567 -1.811 -0.987
C -4.876 -1.753 -1.304
C -5.468 -0.464 -1.455
N -5.895 0.599 -1.561
C -5.627 -2.952 -1.461
N -6.221 -3.930 -1.579
*
```

The value obtained for the HOMO-LUMO gap (alpha / beta) is 6.5 / 5.3 eV. The value obtained for the calculated total energy is -11691.61245 a.u. As for the energy relative to the best compared isomer or geometry (same formula, charge and spin): 0.121 eV.



Computed, not measured: the molecule C19H21ClN6, with wB97M-V/def2-TZVPD.

ORCA input file:
```
! wB97M-V def2-TZVPD RIJCOSX def2/J DEFGRID3
* xyz 0 1
C 4.374 2.326 0.425
C 4.138 0.852 0.254
C 5.128 -0.054 0.600
C 4.939 -1.418 0.463
C 3.739 -1.892 -0.033
C 2.736 -1.011 -0.391
C 2.922 0.361 -0.249
N 1.935 1.281 -0.592
C 0.643 1.102 -0.936
N -0.056 2.237 -1.059
C -1.328 2.077 -1.404
N -2.074 3.181 -1.596
N -1.930 0.895 -1.591
C -1.150 -0.159 -1.417
C -1.794 -1.500 -1.591
N -1.480 -2.448 -0.536
C -2.322 -3.617 -0.620
C -1.279 -1.901 0.800
C -2.073 -0.663 1.136
C -3.440 -0.596 0.881
C -4.160 0.566 1.080
C -3.526 1.697 1.562
C -2.180 1.647 1.873
C -1.470 0.476 1.668
Cl 0.207 0.471 2.106
N 0.137 -0.117 -1.127
H 4.307 2.849 -0.530
H 3.647 2.761 1.112
H 5.366 2.500 0.834
H 6.065 0.318 0.989
H 5.726 -2.103 0.743
H 3.577 -2.954 -0.146
H 1.798 -1.370 -0.779
H 2.166 2.256 -0.463
H -1.694 4.069 -1.326
H -3.063 3.063 -1.713
H -1.426 -1.930 -2.532
H -2.876 -1.321 -1.700
H -3.396 -3.412 -0.485
H -2.008 -4.342 0.128
H -2.191 -4.065 -1.606
H -1.508 -2.686 1.526
H -0.213 -1.667 0.892
H -3.946 -1.474 0.512
H -5.216 0.588 0.857
H -4.077 2.614 1.710
H -1.672 2.513 2.270
*
```

Its SMILES is Cc1ccccc1Nc1nc(N)nc(CN(C)Cc2ccccc2Cl)n1. The value obtained for the HOMO-LUMO gap is 8.8 eV. The value obtained for the calculated total energy is -1525.41293 a.u. As for the energy relative to the best compared isomer or geometry (same formula, charge and spin): 0.232 eV.



- calculated total energy of number 5 (C19H21ClN6)?
  -1525.41293 a.u.